{
  "formula": "C12H31FNO11P2S",
  "method": "wB97M-V/def2-TZVPD",
  "elements": ["O", "P", "O", "O", "P", "N", "S", "O", "O", "F", "H", "H", "H", "C", "O", "C", "C", "O", "C", "C", "O", "C", "H", "H", "H", "H", "H", "H", "H", "H", "H", "H", "H", "H", "H", "H", "C", "O", "C", "C", "O", "C", "C", "O", "C", "H", "H", "H", "H", "H", "H", "H", "H", "H", "H", "H", "H", "H", "H"],
  "positions_angstrom": [[3.265773, -2.634977, -5.613951], [3.332817, -1.886606, -4.379796], [4.669954, -2.139476, -3.560913], [2.251613, -2.448472, -3.342751], [3.005077, 0.279316, -4.596083], [3.278932, 0.817055, -6.152221], [4.525807, 0.296034, -6.965647], [5.235782, 1.369604, -7.538468], [4.219976, -0.741990, -7.861530], [5.547100, -0.295383, -5.899310], [5.267008, -2.635076, -4.160909], [1.378736, -2.318298, -3.774248], [4.073958, 0.795996, -3.825698], [-1.217909, -0.233111, -1.135084], [-1.027042, -1.616061, -0.925100], [-0.594427, -1.959617, 0.371432], [-1.428909, -3.063608, 0.980702], [-2.782891, -2.744755, 1.247847], [-3.670926, -2.540610, 0.166171], [-3.958982, -3.750820, -0.692728], [-2.833516, -4.155392, -1.444743], [-2.576250, -5.540736, -1.453287], [-0.285217, 0.227623, -1.472956], [-1.972363, -0.112816, -1.913193], [-1.576121, 0.276178, -0.234713], [-0.606672, -1.088003, 1.036931], [0.441516, -2.314011, 0.293026], [-0.992667, -3.281053, 1.959325], [-1.342976, -3.986476, 0.402909], [-3.360642, -1.692223, -0.447013], [-4.617269, -2.255401, 0.634168], [-4.756520, -3.477400, -1.397328], [-4.326303, -4.566186, -0.059304], [-2.861661, -6.013354, -0.508410], [-1.503804, -5.676832, -1.592510], [-3.100787, -6.031017, -2.280877], [2.182434, 5.291959, 3.487132], [0.842662, 4.898492, 3.685881], [-0.031982, 5.180443, 2.609194], [-0.869640, 3.989779, 2.190615], [-0.167913, 2.896640, 1.626550], [0.688661, 2.140834, 2.475584], [0.017925, 1.394696, 3.613631], [-0.512471, 2.285253, 4.580218], [-1.813469, 1.976995, 5.026235], [2.339428, 6.324906, 3.815868], [2.814761, 4.636593, 4.086589], [2.485004, 5.194171, 2.440765], [0.524414, 5.549636, 1.741212], [-0.720585, 5.970755, 2.935577], [-1.522671, 4.342489, 1.387927], [-1.532497, 3.667197, 2.994533], [1.510057, 2.761424, 2.836627], [1.144251, 1.390094, 1.824916], [0.772629, 0.770588, 4.109430], [-0.759283, 0.734687, 3.213212], [-2.417329, 1.519572, 4.237145], [-2.292227, 2.911281, 5.322895], [-1.782355, 1.309473, 5.894522]],
  "forces_ev_per_a": [[-0.01, -0.87, -1.78], [0.31, 0.85, 0.25], [1.04, -0.70, 0.20], [-1.03, 0.46, 0.35], [-1.42, 1.01, -0.16], [0.87, -1.14, 0.76], [-1.86, 1.39, 0.16], [1.35, 1.75, -0.54], [-0.16, -1.94, -0.81], [0.35, -0.52, 0.51], [-0.33, 0.41, 0.47], [0.54, -0.19, 0.56], [0.33, -0.51, 0.10], [0.16, 0.02, -0.22], [-0.38, 0.08, 0.15], [0.21, -0.04, -0.16], [0.21, -0.33, 0.08], [-0.06, 0.00, 0.20], [-0.08, 0.30, -0.07], [-0.06, -0.01, -0.26], [0.11, -0.05, 0.26], [0.03, 0.08, -0.17], [-0.05, 0.15, 0.04], [0.06, -0.02, -0.07], [0.04, -0.02, 0.04], [-0.05, 0.03, -0.05], [0.02, -0.01, 0.22], [-0.04, 0.05, 0.06], [-0.05, 0.14, -0.18], [0.11, -0.14, -0.11], [-0.01, -0.04, 0.03], [-0.13, -0.02, 0.14], [0.06, -0.04, 0.00], [-0.03, -0.01, 0.01], [0.00, 0.00, -0.07], [-0.03, -0.08, 0.08], [-0.07, 0.03, 0.13], [0.10, -0.17, -0.16], [-0.01, 0.12, 0.13], [-0.30, -0.01, -0.09], [0.04, -0.15, 0.16], [0.23, 0.01, -0.15], [0.14, 0.14, 0.11], [-0.22, -0.03, -0.15], [0.13, 0.06, 0.14], [0.06, 0.03, -0.09], [-0.01, 0.02, 0.05], [0.00, 0.01, -0.02], [0.04, -0.03, 0.02], [-0.05, 0.04, -0.17], [0.04, 0.02, -0.06], [0.17, 0.02, 0.14], [-0.11, 0.02, 0.22], [-0.10, -0.02, -0.06], [0.02, -0.11, -0.18], [-0.06, 0.06, 0.00], [0.00, -0.04, 0.00], [0.02, 0.00, 0.06], [-0.09, -0.06, -0.05]],
  "homo_lumo_gap_ev": 7.0,
  "e_tot_ha": -2538.9948,
  "homo_ev": -4.90,
  "total_charge": -1
}

=====

{
  "formula": "C24H48O18",
  "method": "wB97M-V/def2-TZVPD",
  "elements": ["C", "O", "C", "O", "O", "C", "H", "H", "H", "H", "H", "H", "C", "O", "C", "O", "O", "C", "H", "H", "H", "H", "H", "H", "C", "O", "C", "O", "O", "C", "H", "H", "H", "H", "H", "H", "C", "O", "C", "O", "O", "C", "H", "H", "H", "H", "H", "H", "C", "O", "C", "O", "O", "C", "H", "H", "H", "H", "H", "H", "C", "C", "C", "O", "H", "H", "H", "H", "H", "H", "C", "C", "C", "O", "H", "H", "H", "H", "H", "H", "C", "C", "C", "O", "H", "H", "H", "H", "H", "H"],
  "positions_angstrom": [[-4.087103, 3.376819, -1.716040], [-5.211103, 2.701689, -1.148390], [-6.160593, 2.170219, -1.983070], [-6.084083, 2.214069, -3.246320], [-7.073693, 1.508979, -1.282930], [-8.208463, 0.977699, -1.954010], [-4.454693, 4.111999, -2.431920], [-3.492103, 2.631049, -2.243210], [-3.380443, 3.877099, -1.053890], [-7.819193, 0.248579, -2.664600], [-8.853483, 1.699709, -2.454770], [-8.804633, 0.432569, -1.222220], [0.173087, 1.247489, 2.814430], [-0.129513, 2.025449, 4.029700], [-1.354973, 1.907049, 4.635890], [-2.204773, 1.092449, 4.344870], [-1.358383, 2.804659, 5.607150], [-2.585003, 3.113179, 6.334400], [0.036427, 0.184639, 3.013820], [1.185267, 1.294639, 2.412720], [-0.477113, 1.604139, 2.015580], [-3.378573, 3.358039, 5.628430], [-2.526153, 4.036119, 6.911310], [-2.892463, 2.236439, 6.904380], [5.084097, 4.627299, -0.737300], [5.337527, 4.022729, 0.484690], [4.207867, 3.665119, 1.151300], [3.039537, 3.841059, 0.745620], [4.526267, 3.106759, 2.322080], [3.546987, 2.375529, 3.073000], [4.492977, 3.951189, -1.355010], [6.013267, 4.731829, -1.297500], [4.541167, 5.543249, -0.504170], [3.697097, 2.305309, 4.150330], [3.550077, 1.346089, 2.714750], [2.523287, 2.720189, 2.926880], [-5.528503, -2.081521, -2.546070], [-4.138353, -1.991951, -3.063700], [-3.800773, -0.956631, -3.811510], [-4.555823, -0.105841, -4.351780], [-2.478033, -0.983201, -4.054510], [-1.734093, -0.147011, -4.884340], [-5.837203, -1.113051, -2.152550], [-5.493393, -2.858361, -1.782260], [-6.239483, -2.348401, -3.327990], [-1.601843, 0.801419, -4.363680], [-2.261753, -0.058421, -5.833990], [-0.767623, -0.621051, -5.055530], [-1.045993, 0.094439, -1.252000], [0.211137, 0.565949, -1.603410], [1.345427, 0.358629, -0.827980], [1.339187, -0.076951, 0.335480], [2.365467, 0.678669, -1.646420], [3.653877, 0.591699, -1.176660], [-1.809793, 0.353479, -1.985220], [-1.340743, 0.526269, -0.295570], [-1.182223, -0.983881, -1.169750], [4.023587, -0.418391, -1.000230], [3.654897, 1.151589, -0.241450], [4.336037, 1.168049, -1.801620], [-3.873943, -3.695971, 1.004160], [-2.404703, -3.471381, 0.565440], [-1.550083, -2.331551, 1.237090], [-1.867493, -4.260851, -0.186950], [-4.448083, -4.301251, 0.302650], [-4.338683, -2.731661, 1.209630], [-3.749103, -4.245321, 1.937290], [-2.115143, -1.411631, 1.086870], [-0.624003, -2.384321, 0.664660], [-1.377443, -2.456331, 2.306080], [4.306137, -1.763371, 2.348810], [3.062597, -1.467701, 3.142340], [1.808567, -2.303141, 2.785610], [3.078547, -0.679111, 4.055660], [4.361867, -2.803381, 2.027300], [5.196227, -1.562831, 2.945160], [4.220067, -1.247441, 1.392510], [0.939307, -1.880921, 3.289820], [1.871067, -3.359171, 3.048270], [1.579977, -2.279881, 1.720100], [6.307627, -3.471051, -1.086410], [6.908367, -3.516411, -2.446490], [6.019717, -3.295981, -3.653900], [8.105717, -3.749071, -2.665920], [6.129447, -2.403731, -0.955380], [7.054857, -3.863261, -0.396550], [5.348337, -3.980631, -0.995800], [6.033057, -2.232891, -3.894260], [5.037767, -3.639931, -3.328980], [6.447057, -3.846471, -4.492020]],
  "forces_ev_per_a": [[-0.05, -0.37, -1.79], [-1.25, -0.46, 0.73], [1.94, 0.33, -4.28], [-0.66, 0.17, 4.56], [0.25, 1.04, 0.93], [0.16, -0.97, -0.58], [0.14, -0.05, -0.09], [-0.03, 0.06, -0.31], [-0.88, -0.27, 0.93], [-0.33, 0.11, -0.34], [0.43, 0.27, 0.04], [0.24, 0.24, 0.20], [-1.24, -0.38, 0.45], [0.25, -0.13, -0.42], [0.81, -1.14, -1.15], [0.43, 0.93, 0.29], [-0.40, 1.13, 0.85], [-0.49, -0.64, -1.17], [-0.45, 0.10, -0.03], [0.06, 0.82, 0.93], [-0.18, -0.24, 0.08], [-0.01, -0.40, -0.29], [1.00, -0.41, 0.20], [0.08, 0.25, 0.19], [-0.57, 0.16, -1.23], [-0.48, -1.41, 2.19], [-2.56, 0.21, -0.29], [3.13, -0.51, 0.71], [0.71, 0.40, -0.03], [-1.24, -0.82, -0.62], [-0.45, 0.24, -0.01], [0.13, 0.47, 0.55], [0.15, 0.19, -0.80], [0.83, 0.62, -0.24], [0.18, -0.01, -0.05], [0.30, 0.54, -0.17], [0.85, 0.47, -0.60], [-0.79, -0.10, 0.74], [-1.42, 3.15, -3.43], [1.88, -2.64, 2.14], [-0.52, -2.38, 2.11], [-0.61, 0.68, -0.56], [0.20, -0.07, 0.15], [0.09, 0.22, -0.12], [0.33, -0.09, -0.17], [0.08, 0.24, -0.44], [0.13, 0.48, -0.04], [-0.14, -0.05, 0.20], [-1.54, -0.37, 1.45], [2.55, 0.02, -0.19], [-1.95, -0.98, 0.69], [0.58, 1.24, -3.13], [-2.21, -0.47, -0.34], [1.49, 1.00, 1.89], [0.56, 0.57, -0.26], [-0.12, 0.00, 0.11], [0.81, -0.19, 0.00], [-0.20, -0.09, -0.21], [0.40, -0.28, 0.45], [-0.30, -0.36, -0.49], [1.26, 0.66, -0.12], [0.30, -0.79, 0.61], [-1.19, -1.10, -1.21], [-0.35, 0.76, 0.27], [0.24, 0.12, -0.03], [-0.22, -0.14, 0.08], [-0.32, 0.00, 0.18], [0.35, 0.25, 0.07], [0.05, 0.47, 0.32], [-0.15, -0.24, -0.06], [-0.06, -0.57, -0.22], [-0.50, -1.34, 0.10], [-0.14, 0.79, 0.02], [-0.25, 0.09, -0.15], [-0.24, -0.24, 0.25], [-0.05, 0.48, -0.36], [0.36, 0.53, 0.10], [0.12, -0.01, 0.15], [0.43, 0.05, 0.22], [0.30, 0.15, -0.12], [0.45, 0.16, 0.00], [2.39, -1.05, -2.01], [0.14, -0.12, 0.94], [-1.90, 0.47, 1.10], [-0.07, 0.14, 0.58], [-0.26, 0.24, 0.22], [0.11, -0.07, -0.14], [-0.30, 0.04, -0.02], [-0.30, 0.19, -0.73], [-0.27, 0.00, 0.09]],
  "homo_lumo_gap_ev": 9.9,
  "e_tot_ha": -2297.5083,
  "homo_ev": -9.66,
  "smiles": "COC(=O)OC.COC(=O)OC.COC(=O)OC.COC(=O)OC.COC(=O)OC.CC(C)=O.CC(C)=O.CC(C)=O",
  "total_charge": 0,
  "relative_energy_kcal_mol": 106.4
}

=====

{
  "formula": "C19H22N6O2S2",
  "method": "wB97M-V/def2-TZVPD",
  "elements": ["C", "C", "C", "C", "C", "N", "N", "C", "N", "C", "O", "C", "S", "C", "N", "C", "O", "C", "C", "N", "N", "C", "C", "C", "C", "C", "C", "C", "S", "H", "H", "H", "H", "H", "H", "H", "H", "H", "H", "H", "H", "H", "H", "H", "H", "H", "H", "H", "H", "H", "H"],
  "positions_angstrom": [[-0.619841, -3.035717, 2.819611], [-1.287456, -1.720319, 2.440788], [-2.808165, -1.848598, 2.417040], [-3.489610, -0.529392, 2.030549], [-3.147109, -0.140980, 0.642527], [-2.357906, 0.816392, 0.322291], [-2.158791, 0.959512, -0.985389], [-2.789888, 0.092623, -1.706816], [-2.737523, -0.020502, -3.058329], [-1.716961, 0.485554, -3.880865], [-1.570675, 0.038221, -4.988076], [-1.166201, 1.849440, -3.481000], [0.393375, 1.875235, -2.542885], [0.416110, 0.229201, -1.967323], [-0.277050, -0.635152, -2.595361], [-0.441352, -1.936977, -2.114221], [-1.298358, -2.659178, -2.582119], [0.446865, -2.282082, -1.029737], [1.216477, -1.339494, -0.422385], [1.982905, -1.585545, 0.679736], [1.178245, -0.032838, -0.870996], [1.780804, 1.030960, -0.134833], [0.997457, 1.770538, 0.739620], [1.588733, 2.802341, 1.446391], [2.933834, 3.083864, 1.283682], [3.720045, 2.346725, 0.405373], [5.165574, 2.679552, 0.205270], [3.128906, 1.310484, -0.305407], [-3.758984, -1.025611, -0.752032], [-0.848203, -3.803170, 2.083640], [0.459243, -2.912740, 2.870525], [-0.973008, -3.377385, 3.790256], [-0.933804, -1.406433, 1.456747], [-1.002020, -0.945193, 3.155527], [-3.097522, -2.623183, 1.702970], [-3.163906, -2.151127, 3.404003], [-3.163241, 0.270037, 2.697895], [-4.572500, -0.642681, 2.114304], [-3.101122, -0.895163, -3.426605], [-1.891313, 2.380733, -2.865531], [-0.961957, 2.397985, -4.401265], [0.438924, -3.297608, -0.671187], [2.181654, -2.548331, 0.886518], [2.675673, -0.903980, 0.941430], [-0.053781, 1.547329, 0.842859], [0.993683, 3.390816, 2.127383], [3.383158, 3.892970, 1.840479], [5.723798, 1.813461, -0.141609], [5.611568, 3.044464, 1.127458], [5.259557, 3.463536, -0.546156], [3.711660, 0.727404, -1.004747]],
  "forces_ev_per_a": [[-0.04, 0.25, -0.06], [-0.14, -0.27, 0.02], [0.18, 0.27, 0.06], [-0.08, -0.34, 0.15], [-0.49, -0.34, -0.39], [-0.06, 0.12, 1.38], [0.27, 0.33, -1.37], [-0.63, -0.48, 0.73], [-0.61, -0.31, -0.50], [-0.29, 0.39, -0.50], [-0.09, 0.05, -0.12], [0.34, 0.17, 0.17], [0.13, 0.39, -0.23], [-0.26, -0.13, -0.43], [0.52, -0.20, 0.05], [0.46, 0.34, 0.44], [-0.24, -0.32, -0.17], [0.01, -0.10, -0.03], [-0.25, -0.42, -0.04], [0.06, 0.18, 0.04], [0.12, -0.16, 0.14], [0.21, 0.36, 0.35], [0.09, -0.09, -0.03], [-0.06, -0.02, 0.00], [0.04, -0.05, -0.08], [-0.03, -0.02, 0.10], [0.01, 0.07, -0.06], [-0.18, 0.00, 0.01], [0.57, 0.66, 0.11], [-0.01, -0.14, -0.07], [0.12, -0.07, 0.03], [0.01, -0.10, 0.11], [0.03, 0.08, 0.00], [0.01, 0.10, -0.02], [-0.03, -0.10, 0.04], [-0.04, -0.08, 0.00], [-0.06, 0.03, -0.05], [-0.01, 0.10, 0.08], [0.19, 0.16, 0.00], [0.03, -0.02, -0.09], [-0.07, -0.16, 0.05], [0.05, -0.12, 0.11], [0.01, 0.03, 0.00], [0.03, -0.09, 0.03], [-0.16, -0.05, 0.00], [-0.07, 0.06, 0.07], [0.06, 0.09, 0.07], [0.08, -0.03, -0.01], [0.08, 0.01, 0.03], [0.10, 0.05, -0.04], [0.05, -0.08, -0.09]],
  "homo_lumo_gap_ev": 9.0,
  "e_tot_ha": -2012.6432,
  "homo_ev": -8.54,
  "smiles": "CCCCc1nnc(NC(=O)CSc2nc(=O)cc(N)n2-c2cccc(C)c2)s1",
  "total_charge": 0,
  "relative_energy_kcal_mol": 3.5
}

=====

Going through the records in order, we get LUMO energy values of 2.1; 0.3; 0.5 eV.